Record 1
110
Properties=species:S:1:pos:R:3:lowdin_charge:R:1 method="wB97M-V/def2-TZVPD" total_energy_ha=-6026.12040 e_lumo_ev=4.05 homo_energy_ev=-1.21 de_lowest_ev=2.669 gap_ev=5.26 total_charge=-2
Hg 0.30 0.71 0.40 1.074
C 2.31 1.54 5.77 -0.125
C 1.03 1.20 5.36 -0.106
C 0.83 0.51 4.17 -0.079
C 1.91 0.15 3.36 -0.299
C 3.19 0.53 3.76 -0.046
C 3.39 1.21 4.96 -0.108
N 1.65 -0.51 2.16 0.034
C 2.36 -1.52 1.75 -0.279
C 3.22 -2.31 2.61 -0.044
C 3.97 -3.33 2.14 -0.108
C 3.91 -3.72 0.77 -0.125
C 3.06 -3.07 -0.07 -0.052
C 2.27 -1.97 0.38 -0.233
N 1.49 -1.26 -0.49 0.026
N 1.66 -1.51 -1.71 0.050
C 0.81 -0.98 -2.65 -0.352
C 1.33 -0.75 -3.94 -0.014
C 0.46 -0.50 -4.97 -0.120
C -0.92 -0.47 -4.72 -0.100
C -1.32 -0.61 -3.40 -0.170
N -0.49 -0.84 -2.39 0.131
H 2.47 2.05 6.72 0.081
H 0.18 1.46 5.97 0.098
H -0.17 0.24 3.85 0.085
H 4.03 0.30 3.12 0.102
H 4.40 1.49 5.25 0.088
H 3.25 -2.07 3.67 0.102
H 4.61 -3.88 2.82 0.093
H 4.52 -4.54 0.41 0.080
H 2.97 -3.36 -1.10 0.096
H 2.40 -0.77 -4.08 0.112
H 0.83 -0.35 -5.98 0.101
H -1.64 -0.32 -5.51 0.096
H -2.37 -0.55 -3.14 0.082
N -3.21 2.18 -1.48 0.161
C -3.35 0.81 -1.39 -0.690
N -4.43 0.29 -2.10 0.136
O -2.60 0.11 -0.74 -0.044
H -3.61 2.63 -2.28 0.086
H -2.28 2.50 -1.23 0.043
H -5.22 0.90 -2.21 0.081
H -4.66 -0.65 -1.81 0.072
C 0.58 2.65 -5.20 -0.030
C 0.37 3.06 -3.79 -0.300
C 0.73 4.21 -3.13 0.000
C 0.26 4.04 -1.80 -0.349
N -0.37 2.89 -1.67 0.044
N -0.32 2.32 -2.90 0.049
C 0.45 4.97 -0.65 -0.037
H 0.50 3.50 -5.87 0.072
H -0.15 1.89 -5.50 0.049
H 1.58 2.21 -5.33 0.082
H 1.30 5.04 -3.51 0.107
H -0.54 1.33 -2.97 0.094
H 0.19 5.99 -0.92 0.068
H 1.50 4.93 -0.34 0.066
H -0.14 4.65 0.21 0.032
Cl -0.37 3.22 2.56 0.437
C -1.10 1.92 1.54 -0.727
H -1.86 2.41 0.94 -0.048
H -1.58 1.24 2.23 -0.069
C -3.38 -0.62 4.32 -0.242
Si -3.60 -1.39 2.60 0.256
C -4.90 -2.76 2.92 -0.243
C -4.67 -0.12 1.67 -0.239
Ge -1.46 -2.00 1.65 0.536
Si -2.25 -3.78 0.24 0.249
C -0.84 -4.39 -0.88 -0.240
C -3.60 -3.23 -0.98 -0.240
C -2.97 -5.41 0.93 -0.244
Si -0.86 -3.52 3.45 0.265
C 0.02 -2.74 4.94 -0.235
C -2.15 -4.60 4.36 -0.247
C 0.39 -4.81 2.81 -0.233
H -4.34 -0.43 4.82 0.015
H -2.84 0.34 4.26 0.012
H -2.79 -1.28 4.96 -0.004
H -5.80 -2.36 3.38 0.013
H -4.49 -3.54 3.57 -0.009
H -5.18 -3.24 1.97 0.003
H -5.52 0.20 2.28 0.017
H -5.05 -0.56 0.74 0.002
H -4.08 0.77 1.40 0.006
H -0.49 -3.55 -1.50 -0.003
H -1.16 -5.20 -1.55 0.016
H 0.01 -4.74 -0.29 0.009
H -3.20 -2.36 -1.52 -0.012
H -4.51 -2.93 -0.46 0.007
H -3.85 -4.01 -1.71 0.018
H -2.22 -5.96 1.51 0.000
H -3.31 -6.07 0.11 0.013
H -3.82 -5.22 1.59 0.000
H -0.62 -2.02 5.45 0.007
H 0.93 -2.21 4.65 0.000
H 0.30 -3.52 5.67 0.018
H -2.80 -3.98 4.98 0.008
H -1.64 -5.33 5.01 0.015
H -2.78 -5.15 3.66 -0.009
H 1.18 -4.32 2.23 0.001
H -0.09 -5.53 2.15 0.000
H 0.87 -5.35 3.63 0.020
C 4.43 1.25 -0.09 -0.140
S 3.02 2.25 -0.59 0.353
O 3.57 3.49 -1.11 -0.371
O 2.31 1.44 -1.58 -0.399
O 2.24 2.42 0.65 -0.446
H 5.31 1.59 -0.65 0.046
H 4.21 0.21 -0.29 0.045
H 4.57 1.41 0.98 0.042

=====

Record 2
100
Properties=species:S:1:pos:R:3:mulliken_spin:R:1 method="wB97M-V/def2-TZVPD" total_energy_ha=-3122.54841 e_lumo_ev="-1.95 / -1.95" homo_energy_ev="-9.40 / -10.56" multiplicity=3 gap_ev="7.45 / 8.61" s2=2.01 total_charge=+1
O 1.13 -2.33 -1.52 0.005
O 0.79 -1.60 -3.75 -0.001
C 2.64 -2.65 -1.55 0.000
C 3.23 -2.88 -0.18 -0.002
H 3.10 -1.79 -2.04 0.001
H 2.77 -3.53 -2.19 0.000
H 3.13 -2.00 0.46 0.001
H 4.31 -3.08 -0.28 0.000
H 2.82 -3.77 0.31 0.000
C 0.30 -3.50 -1.08 0.001
C 0.12 -4.47 -2.21 0.000
H -0.65 -3.08 -0.75 -0.001
H 0.80 -3.95 -0.23 0.001
H -0.19 -3.97 -3.14 0.000
H -0.64 -5.21 -1.93 0.000
H 1.05 -5.02 -2.41 0.000
C -0.48 -0.90 -3.85 -0.001
C 1.83 -1.08 -4.64 0.000
C -1.33 -1.26 -2.66 0.001
H -0.91 -1.28 -4.79 0.000
H -0.28 0.19 -3.94 0.000
H -1.47 -2.35 -2.56 0.000
H -2.31 -0.81 -2.81 0.000
H -0.92 -0.83 -1.74 0.004
C 2.38 -2.17 -5.52 0.000
H 2.63 -0.59 -4.06 0.000
H 1.35 -0.31 -5.27 0.000
H 2.88 -2.96 -4.95 0.000
H 3.11 -1.72 -6.21 0.000
H 1.59 -2.58 -6.16 0.000
H 0.92 -2.18 -2.66 -0.001
N -0.76 -0.31 2.76 -0.050
C -1.56 0.15 3.76 0.013
C -2.05 1.47 3.72 0.048
C -2.35 2.24 2.57 0.058
C -1.78 -0.77 4.92 0.002
H -0.83 -1.03 5.40 0.001
H -2.30 -1.69 4.63 0.001
H -2.40 -0.26 5.67 0.000
C -3.49 3.21 2.52 0.008
H -4.21 2.94 1.73 0.002
H -3.13 4.23 2.34 0.002
H -4.02 3.19 3.48 0.000
N -1.54 2.20 1.50 0.057
C -0.38 -1.69 2.63 -0.013
C 0.93 -2.09 2.97 -0.051
C 1.99 -1.11 3.39 0.068
C 1.25 -3.45 2.89 0.002
H 2.25 -3.76 3.17 -0.001
C 0.30 -4.38 2.47 0.002
H 0.57 -5.44 2.44 0.000
C -0.97 -3.95 2.10 0.002
H -1.71 -4.67 1.74 0.000
C -1.32 -2.61 2.15 -0.013
C -2.64 -2.14 1.61 0.008
C -1.89 2.85 0.25 0.030
C -1.42 4.15 -0.04 -0.043
C -0.82 5.03 1.00 0.018
C -1.59 4.65 -1.34 0.001
H -1.19 5.64 -1.58 0.000
C -2.27 3.92 -2.31 0.000
H -2.37 4.32 -3.32 0.000
C -2.84 2.69 -1.98 -0.002
H -3.42 2.13 -2.71 0.000
C -2.70 2.18 -0.69 -0.028
C -3.45 0.94 -0.31 0.013
V 0.11 1.19 1.97 1.959
H 2.45 -0.60 2.53 -0.008
H 2.80 -1.66 3.88 0.000
H 1.63 -0.36 4.10 0.000
H -2.54 -1.74 0.59 -0.002
H -3.09 -1.35 2.23 0.000
H -3.35 -2.97 1.55 0.000
H -0.20 5.80 0.52 0.001
H -0.20 4.49 1.72 0.004
H -1.59 5.58 1.56 0.001
H -4.17 1.11 0.50 -0.001
H -2.77 0.14 0.01 0.000
H -4.01 0.56 -1.18 0.000
H -2.47 1.84 4.65 0.002
C 0.81 1.24 0.35 0.042
Si 1.98 2.14 -0.81 -0.011
H -0.12 0.98 -0.21 -0.050
H 1.24 0.22 0.66 -0.056
C 3.43 1.00 -1.09 0.004
C 2.34 3.73 0.08 0.020
C 0.98 2.28 -2.39 0.007
H 0.82 3.34 -2.65 0.000
H -0.01 1.83 -2.26 -0.004
H 1.50 1.78 -3.22 0.000
H 4.11 0.98 -0.23 0.002
H 3.99 1.31 -1.98 -0.001
H 3.07 -0.03 -1.25 -0.003
H 2.67 3.53 1.10 -0.003
H 1.44 4.35 0.13 -0.008
H 3.12 4.29 -0.44 0.001
F 1.19 1.85 4.64 0.001
C 1.36 2.26 3.31 -0.043
F 1.15 3.64 3.35 0.001
F 2.74 2.13 3.06 0.003

=====

Record 3
98
Properties=species:S:1:pos:R:3:lowdin_charge:R:1 method="wB97M-V/def2-TZVPD" total_energy_ha=-2134.05336 e_lumo_ev=-0.06 homo_energy_ev=-7.13 de_lowest_ev=0.201 gap_ev=7.06 total_charge=0
O -1.30 2.64 -2.71 -0.095
O -3.00 1.03 -2.55 -0.178
C -1.22 3.31 -1.39 -0.158
C -0.18 4.40 -1.41 -0.050
H -0.96 2.57 -0.63 0.123
H -2.22 3.69 -1.22 0.126
H 0.82 4.03 -1.14 0.066
H -0.46 5.14 -0.66 0.095
H -0.09 4.92 -2.38 0.100
C -0.06 1.94 -3.12 -0.155
C -0.21 1.59 -4.57 -0.040
H 0.07 1.05 -2.49 0.131
H 0.76 2.63 -2.91 0.118
H -0.94 0.78 -4.71 0.059
H 0.77 1.22 -4.93 0.099
H -0.51 2.47 -5.16 0.096
C -2.83 -0.36 -2.17 -0.175
C -4.35 1.58 -2.48 -0.187
C -1.91 -1.10 -3.09 -0.056
H -3.82 -0.81 -2.19 0.129
H -2.46 -0.38 -1.13 0.119
H -2.14 -0.91 -4.15 0.085
H -2.05 -2.18 -2.91 0.088
H -0.85 -0.89 -2.91 0.063
C -4.85 1.72 -3.90 -0.053
H -4.28 2.54 -1.95 0.127
H -4.96 0.88 -1.89 0.128
H -4.11 2.24 -4.52 0.087
H -5.78 2.29 -3.91 0.086
H -5.04 0.72 -4.31 0.090
H -2.11 1.91 -2.70 0.043
N 2.91 -0.02 0.99 0.024
C 3.90 -0.80 1.44 -0.338
C 3.70 -2.12 1.92 -0.040
C 2.52 -2.88 1.86 -0.329
C 5.33 -0.31 1.39 -0.014
H 5.40 0.77 1.58 0.088
H 5.80 -0.52 0.42 0.084
H 5.92 -0.83 2.17 0.081
C 2.64 -4.38 2.06 -0.012
H 2.28 -4.93 1.19 0.085
H 2.07 -4.72 2.94 0.086
H 3.70 -4.63 2.21 0.074
N 1.32 -2.35 1.66 0.040
C 3.14 0.98 0.01 -0.195
C 3.08 2.35 0.38 -0.221
C 2.64 2.76 1.75 -0.040
C 3.48 3.32 -0.54 -0.081
H 3.47 4.36 -0.23 0.109
C 3.91 2.97 -1.82 -0.105
H 4.23 3.74 -2.53 0.097
C 3.92 1.63 -2.20 -0.073
H 4.25 1.34 -3.20 0.106
C 3.54 0.63 -1.30 -0.224
C 3.61 -0.80 -1.73 -0.041
C 0.12 -3.07 1.45 -0.208
C -0.76 -3.27 2.54 -0.208
C -0.35 -2.82 3.90 -0.033
C -2.02 -3.83 2.32 -0.064
H -2.68 -3.97 3.18 0.114
C -2.43 -4.19 1.04 -0.106
H -3.42 -4.60 0.88 0.100
C -1.56 -4.01 -0.04 -0.068
H -1.87 -4.29 -1.05 0.099
C -0.28 -3.47 0.15 -0.216
C 0.62 -3.26 -1.03 -0.050
Mg 1.18 -0.33 2.22 0.396
H 1.55 2.83 1.82 0.082
H 3.05 3.76 1.97 0.083
H 2.99 2.07 2.53 0.064
H 2.77 -1.40 -1.35 0.059
H 4.55 -1.28 -1.41 0.084
H 3.59 -0.85 -2.83 0.077
H -1.16 -3.01 4.62 0.081
H -0.11 -1.74 3.95 0.043
H 0.55 -3.36 4.24 0.086
H 1.65 -3.55 -0.81 0.075
H 0.62 -2.20 -1.34 0.065
H 0.27 -3.85 -1.89 0.079
H 4.59 -2.64 2.27 0.094
C -0.66 0.17 1.76 -0.329
Si -2.34 0.48 2.52 0.405
H -0.87 -0.50 0.90 -0.025
H -0.35 1.12 1.27 -0.042
C -2.93 2.19 2.01 -0.200
C -2.38 0.29 4.37 -0.182
C -3.59 -0.66 1.66 -0.176
H -4.49 -0.78 2.27 0.029
H -3.18 -1.65 1.46 0.001
H -3.90 -0.23 0.69 0.003
H -2.25 2.97 2.38 0.029
H -3.94 2.38 2.40 0.025
H -2.97 2.27 0.91 -0.004
H -1.50 0.77 4.82 0.025
H -2.37 -0.76 4.69 0.020
H -3.28 0.76 4.80 0.025
N 1.57 0.87 5.32 -0.080
C 1.46 0.43 4.23 -0.317